1.
{"formula": "C24H22N2O3", "method": "the ωB97M-V functional and the def2-TZVPD basis", "symbols": ["O", "C", "C", "N", "O", "O", "C", "C", "C", "C", "H", "H", "H", "H", "C", "C", "N", "C", "C", "C", "C", "C", "C", "C", "C", "C", "C", "C", "C", "C", "C", "C", "C", "H", "H", "H", "H", "H", "H", "H", "H", "H", "H", "H", "H", "H", "H", "H", "H", "H", "H"], "coordinates": [[-1.508558, 1.838628, 1.727164], [-1.082507, 2.704277, 2.496177], [-1.812844, 3.902126, 2.782528], [-3.116098, 4.131990, 2.165519], [-4.033998, 3.335327, 2.388808], [-3.262390, 5.141669, 1.467682], [-1.262845, 4.846812, 3.618874], [-0.027210, 4.659777, 4.206182], [0.690844, 3.499930, 3.949825], [0.190065, 2.545930, 3.120608], [-1.811484, 5.752301, 3.813047], [0.387515, 5.411196, 4.862423], [1.659991, 3.363646, 4.399918], [0.747415, 1.650461, 2.911507], [-2.030885, -2.292241, 1.723525], [-1.542370, -2.478589, 0.340195], [-2.121216, -3.323559, -0.567706], [-3.275353, -4.176859, -0.319500], [-1.443279, -3.250203, -1.796829], [-0.412175, -2.308525, -1.647882], [0.380624, -1.972519, -2.748695], [0.183336, -2.621905, -3.942210], [-0.808469, -3.595489, -4.070389], [-1.634617, -3.905914, -3.016190], [-0.448252, -1.830651, -0.277013], [0.340726, -0.813579, 0.304770], [1.499724, -0.184165, -0.273941], [2.519142, -0.912604, -0.925322], [3.558914, -0.273606, -1.555801], [3.635639, 1.116220, -1.576301], [4.724934, 1.797251, -2.334723], [2.663099, 1.848849, -0.900055], [1.637702, 1.220971, -0.236297], [-1.441375, -1.557691, 2.268568], [-3.063109, -1.944750, 1.720812], [-1.987996, -3.226390, 2.282782], [-3.539023, -4.739954, -1.212027], [-3.037828, -4.878282, 0.477721], [-4.131402, -3.571114, -0.026539], [1.125936, -1.205746, -2.653032], [0.810959, -2.377871, -4.783100], [-0.907743, -4.122287, -5.004532], [-2.398690, -4.654784, -3.120167], [-0.042965, -0.373307, 1.209657], [2.467660, -1.987601, -0.929221], [4.333067, -0.841455, -2.046277], [4.666695, 2.882504, -2.229121], [5.708433, 1.481537, -1.980274], [4.658985, 1.564722, -3.400243], [2.713099, 2.924963, -0.926864], [0.880179, 1.800553, 0.261959]], "forces_ev_per_angstrom": [[-0.736, -2.040, -1.818], [-0.067, 0.310, 0.409], [0.708, -0.213, 0.304], [-1.031, 0.008, -0.119], [1.168, 0.703, -0.252], [0.261, -0.763, 0.627], [-0.214, 0.441, -0.096], [0.089, 0.468, 0.373], [0.201, 0.171, 0.109], [-0.120, 0.455, 0.150], [-0.157, 0.251, 0.036], [-0.086, 0.085, 0.033], [0.247, -0.025, 0.166], [0.052, -0.337, -0.120], [-0.079, -0.098, 0.087], [-0.793, -0.699, -0.724], [0.489, 0.708, 0.895], [0.032, 0.087, 0.278], [0.869, 0.640, -0.393], [0.136, -0.386, -0.525], [-0.300, 0.022, 0.383], [-0.136, -0.116, -0.119], [0.324, 0.102, -0.030], [-0.435, -0.105, 0.839], [1.492, 1.328, 0.198], [-1.324, -0.919, -0.763], [0.721, 0.217, -0.357], [-0.441, 0.055, 0.270], [0.061, 0.010, 0.170], [-0.237, 0.156, 0.044], [0.227, 0.322, -0.064], [0.342, -0.101, -0.306], [-0.597, -0.569, 0.341], [-0.017, 0.035, -0.169], [-0.104, 0.005, -0.018], [-0.056, -0.128, 0.000], [0.168, 0.143, 0.004], [-0.075, -0.055, 0.039], [-0.003, -0.001, 0.016], [0.080, 0.033, -0.171], [0.039, 0.023, -0.167], [-0.139, -0.062, -0.131], [-0.208, -0.164, -0.112], [-0.142, 0.293, 0.387], [0.022, -0.250, 0.008], [0.089, -0.191, -0.064], [-0.012, -0.109, 0.003], [-0.028, -0.041, -0.055], [0.037, -0.044, 0.048], [-0.045, 0.175, 0.119], [-0.271, 0.169, 0.238]], "spin_multiplicity": 1, "gap_ev": 3.499, "largest_force_ev_per_a": 2.830, "homo_energy_ev": -5.86, "mol_weight_g_mol": 386.45}

2.
{"formula": "C24H22N2O8", "method": "the ωB97M-V functional and the def2-TZVPD basis", "symbols": ["C", "C", "N", "O", "C", "C", "C", "H", "H", "O", "C", "C", "C", "C", "C", "C", "H", "H", "C", "O", "O", "C", "C", "O", "N", "C", "O", "C", "O", "C", "C", "C", "C", "C", "C", "O", "C", "H", "H", "H", "H", "H", "H", "H", "H", "H", "H", "H", "H", "C", "H", "H", "H", "H", "H", "H"], "coordinates": [[0.891634, -1.418583, -8.281154], [1.207636, -2.453315, -7.266477], [2.400559, -2.970085, -7.148855], [2.359480, -3.875246, -6.142724], [1.119062, -3.923817, -5.630947], [0.326485, -3.032477, -6.306746], [-1.124520, -2.730055, -6.112652], [-1.734953, -3.404516, -6.724557], [-1.336102, -1.698805, -6.426684], [-1.579680, -2.953368, -4.792520], [-1.103210, -2.181202, -3.786891], [-1.587596, -2.489503, -2.510458], [-1.175853, -1.766673, -1.417245], [-0.266127, -0.717198, -1.566733], [0.216377, -0.411203, -2.835639], [-0.195728, -1.133774, -3.937819], [0.199282, -0.877068, -4.907640], [0.917019, 0.399534, -2.955800], [0.140870, 0.039243, -0.374139], [-0.260137, -0.168290, 0.749920], [1.028417, 1.016241, -0.638720], [1.422194, 1.747560, 0.511181], [0.180365, 2.257102, 1.229488], [-0.784074, 2.680525, 0.651040], [0.195250, 2.252021, 2.620226], [1.154378, 1.865364, 3.508202], [2.292476, 1.567900, 3.238204], [0.663046, 1.865332, 4.956965], [-0.641479, 2.392273, 5.044859], [-1.029492, 2.696296, 6.335266], [-2.377589, 2.925103, 6.573624], [-2.816829, 3.202173, 7.853650], [-1.913817, 3.239560, 8.904545], [-0.568881, 3.029143, 8.671920], [-0.112911, 2.768822, 7.385261], [1.233350, 2.589505, 7.189807], [1.618209, 2.679806, 5.841779], [2.634302, 2.291421, 5.767531], [1.597049, 3.727657, 5.509405], [0.155129, 3.065287, 9.469839], [-2.256587, 3.441926, 9.907203], [-3.865938, 3.379323, 8.031176], [-3.061741, 2.874078, 5.741664], [0.672513, 0.821393, 5.311659], [-0.697226, 2.513891, 3.035540], [2.009661, 2.592987, 0.146872], [2.028980, 1.122576, 1.171312], [-1.545963, -1.993664, -0.429470], [-2.290446, -3.301772, -2.414224], [0.854595, -4.846689, -4.501245], [0.996608, -4.329166, -3.551844], [-0.169616, -5.207123, -4.544552], [1.547837, -5.682645, -4.546253], [1.786926, -1.189897, -8.850931], [0.531028, -0.510217, -7.799759], [0.115777, -1.777688, -8.955456]], "forces_ev_per_angstrom": [[0.109, -0.040, -0.016], [0.016, -0.459, 0.539], [0.308, 0.751, -0.943], [-0.282, -0.454, 0.647], [-0.667, 0.523, -0.452], [0.439, -0.492, 0.336], [0.087, -0.041, -0.369], [0.022, 0.209, 0.099], [-0.032, -0.096, 0.046], [-0.096, -0.079, 0.191], [0.066, 0.196, 0.385], [0.020, -0.071, -0.269], [0.172, 0.198, 0.015], [-0.051, -0.105, -0.323], [-0.106, -0.028, 0.372], [-0.117, -0.141, -0.358], [0.020, -0.002, -0.079], [0.052, 0.061, -0.035], [-0.009, -0.043, 0.358], [0.119, -0.146, -0.200], [-0.073, 0.016, -0.279], [0.078, -0.222, 0.187], [0.306, 0.128, -0.075], [-0.028, 0.060, -0.076], [-0.612, 0.230, 0.277], [-0.276, 0.141, 0.187], [0.279, -0.108, 0.171], [0.687, -0.169, 0.365], [-0.142, 0.119, 0.143], [-0.019, -0.031, 0.088], [0.205, -0.031, -0.040], [-0.066, -0.010, -0.059], [0.051, 0.013, 0.057], [0.073, -0.050, -0.195], [-0.013, 0.052, -0.091], [-0.322, -0.099, 0.319], [0.054, -0.043, -0.607], [-0.150, 0.052, -0.061], [0.022, -0.087, 0.039], [0.102, 0.015, 0.100], [-0.025, 0.021, 0.095], [-0.098, 0.012, 0.012], [-0.086, -0.018, -0.110], [-0.023, 0.153, -0.112], [0.213, -0.012, -0.175], [-0.060, -0.081, 0.097], [-0.135, 0.208, -0.198], [-0.048, -0.030, 0.077], [-0.089, -0.093, 0.026], [0.189, 0.058, -0.051], [-0.012, -0.012, 0.071], [-0.005, -0.036, 0.024], [-0.001, -0.088, 0.040], [0.015, 0.070, -0.082], [-0.027, 0.085, -0.021], [-0.033, 0.048, -0.084]], "smiles": "Cc1noc(C)c1COc1ccc(C(=O)OCC(=O)NC(=O)[C@H]2COc3ccccc3O2)cc1", "spin_multiplicity": 1, "gap_ev": 9.337, "largest_force_ev_per_a": 1.244, "homo_energy_ev": -8.77, "mol_weight_g_mol": 466.45}